[1]
Below is a molecular structure, C20H35BCl4GeN6PbS2Sb, with properties calculated with ωB97M-V with the def2-TZVPD basis set.

Computed properties:
HOMO-LUMO gap (alpha / beta) ... 5.512 / 6.056 eV
<S²> ... 0.76
Charge ... 0
Spin multiplicity ... 2
Energy above the lowest of the compared OMol25 structures with the same formula, charge and spin ... 357.0 kcal per mole
LUMO energy (alpha / beta) ... -0.65 / -0.62 eV

Structure (XYZ):
```
71
Properties=species:S:1:pos:R:3:forces:R:3
H 2.987063 -0.902129 1.947641 0.0 0.0 0.0
C 2.081384 -0.771951 -3.341576 0.0 0.1 0.1
H -0.084601 2.681119 5.035412 0.0 0.0 0.0
H 2.821913 0.695887 2.214147 0.0 0.0 0.0
Cl 1.768206 -5.842875 -0.019828 0.0 0.0 0.0
N 2.337519 -0.192573 2.268958 0.0 0.0 0.0
C 2.736683 0.655641 -1.432466 0.0 0.0 0.0
Pb 0.010257 -0.315135 0.384123 0.0 -0.1 0.1
Ge -0.241399 -3.466619 -0.141432 0.3 0.2 0.4
C 3.261024 -4.493376 -2.574859 0.3 -0.3 0.1
C 0.315416 3.502263 -3.766872 0.0 0.0 0.0
H -5.462407 -0.065805 1.399143 0.0 0.0 0.0
H 2.953323 0.802450 -0.380546 0.0 0.0 0.0
Cl 1.449703 -2.618201 -5.214707 0.0 0.0 0.0
H -6.544854 0.956864 0.427069 0.0 0.0 0.0
C -5.510401 0.769246 0.704922 0.0 0.0 0.0
C 0.938447 -1.641037 3.680991 0.0 0.0 0.0
C -1.764012 4.125236 1.497786 0.0 0.0 0.1
H 1.207842 4.725994 2.275523 0.0 0.0 0.0
N -0.234316 2.165379 -3.838822 0.0 0.0 0.0
N -0.292706 -1.322879 2.957391 0.0 0.1 0.0
H -5.095566 1.652447 1.190776 0.0 0.0 0.0
H -6.045779 1.293058 -2.000711 0.0 0.0 0.0
S -0.952919 2.143744 -1.217885 0.0 0.0 0.0
H -0.480946 4.244967 -3.719804 0.0 0.0 0.0
H 0.753396 -1.910535 4.726164 0.0 0.0 0.0
N -4.762643 0.447118 -0.492389 0.0 0.0 0.0
H 2.082899 0.062215 -4.038410 0.0 0.0 0.0
C 2.067202 -1.662715 -1.032578 -0.4 0.0 0.1
H -1.790987 3.007415 4.700090 0.0 0.0 0.0
C 1.341157 3.668115 2.049998 0.0 0.0 0.0
H -1.131427 -0.666029 -5.161890 0.0 0.0 0.0
C -0.770657 3.220370 4.382513 0.0 0.0 0.0
H 2.432211 -3.675041 0.612829 0.0 0.0 0.0
H 2.821147 -1.864668 -0.280298 0.1 0.0 0.0
H 2.862255 1.504274 -2.091505 0.0 0.0 0.0
H 2.111322 3.263603 2.708480 0.0 0.0 0.0
H 0.073859 1.696592 -5.921259 0.0 0.0 0.0
H 0.924424 3.592439 -2.869793 0.0 0.0 0.0
H 1.399382 -2.509169 3.199772 0.0 0.0 0.0
H -1.098903 -1.176458 -1.531654 -0.1 0.0 -0.1
H -4.033792 0.391587 -3.653706 0.0 0.0 0.0
Cl 4.603158 -4.231757 -1.430751 0.1 0.0 0.0
H -1.518841 4.247197 0.445365 0.0 0.0 0.0
C -5.125274 0.782988 -1.782142 0.0 0.0 0.0
C -0.313642 1.373772 -4.971823 0.0 0.0 0.0
C 1.659283 -4.083158 -0.029186 -0.4 -0.1 -0.1
C -0.789657 1.509245 -2.792455 0.0 -0.2 -0.2
H -0.925251 -2.114525 2.932189 0.0 0.0 -0.1
H -2.086870 -1.747842 -3.155220 0.0 0.0 0.0
C 1.854305 -2.038102 -3.643723 0.1 -0.1 0.0
H 3.545124 -3.862603 -3.423688 0.0 0.1 0.0
N -1.206222 0.308279 -3.252498 0.1 0.1 0.0
C 2.350451 -0.539218 -1.919169 0.0 0.0 0.1
C -3.563443 -0.183316 -0.518263 0.0 0.0 0.0
C 1.911553 -0.475007 3.641699 0.0 0.0 0.0
H 1.663335 3.557612 1.014733 0.0 0.0 0.0
S -2.785142 -0.764461 0.893842 0.1 0.0 0.0
B -1.855730 -0.825596 -2.416943 0.0 0.1 0.0
H 2.750911 -0.694677 4.309487 0.0 0.0 0.0
C -0.912051 0.224204 -4.597559 0.0 0.0 0.0
N -3.175965 -0.265090 -1.799630 0.0 0.0 0.0
H -2.807920 3.825188 1.577688 0.0 0.0 0.0
H -1.609152 5.063538 2.030750 0.0 0.0 0.0
C -4.139293 0.335201 -2.585072 0.0 0.0 0.1
Cl 1.867264 -3.233572 -1.897503 -0.1 0.1 -0.4
H -0.794708 -0.560029 3.402813 0.0 0.0 0.0
Sb -0.507679 2.614391 2.335123 0.1 0.0 0.0
H 1.416129 0.417828 4.035039 0.0 0.0 0.0
H 0.926340 3.674702 -4.649808 0.0 0.0 0.0
H -0.583132 4.289979 4.475365 0.0 0.0 0.0
```
Forces are in eV/Å.

=====

[2]
Below is 10 unconnected molecules or ions with the total composition C20H35Cl10N5 in a non-equilibrium geometry, with properties calculated with ωB97M-V with the def2-TZVPD basis set.

Computed properties:
HOMO-LUMO gap (alpha / beta) ... 1.486 / 10.210 eV
<S²> ... 0.75
Charge ... -1
Spin multiplicity ... 2
LUMO energy (alpha / beta) ... 2.04 / 2.02 eV

Structure (XYZ):
```
70
Properties=species:S:1:pos:R:3:forces:R:3
Cl -4.799184 -1.954918 0.235715 -0.2 -0.4 0.0
H -2.582814 -4.263178 -1.695165 -0.1 0.0 0.1
H -2.975904 3.175612 1.962235 -0.1 -0.3 -0.2
Cl 3.864286 -1.000168 4.572755 -0.1 0.7 -0.1
H -4.066974 0.225902 2.295935 -0.2 0.3 0.0
N -0.962794 3.087792 -0.200535 0.8 -0.7 0.6
H 4.573876 0.666642 -1.418525 0.2 0.0 -0.3
H 6.124266 -0.224048 -1.145985 -0.2 -0.1 0.3
C 2.900906 -3.046138 3.196375 -0.9 0.7 0.4
H -4.377414 -4.082108 -1.810785 0.2 -0.1 -0.1
H 1.263686 2.746612 -4.229625 -0.3 -0.2 0.2
C 2.381166 -1.666588 3.786565 1.5 -1.4 -0.3
H 2.580716 -4.848808 -0.185355 0.0 -0.1 0.2
H 2.456216 -5.778598 -1.620425 -0.3 -0.6 0.0
C -2.614964 4.641232 -1.474615 -1.3 0.1 0.2
Cl -2.310464 2.057412 3.896915 0.2 0.0 0.3
H -3.099414 -1.598068 4.886655 -0.3 -0.5 0.3
C 2.202216 4.653022 -1.223715 -0.7 0.8 -0.4
H -0.147254 -5.364408 -1.385475 -0.1 0.4 0.0
H -2.677404 0.755042 1.324465 0.1 -0.2 0.6
H -2.995464 4.216282 -2.403455 0.6 -0.1 -0.1
Cl 3.593856 5.612452 -0.589885 -0.2 -0.4 -0.1
H 0.665176 2.292242 -5.820345 -0.1 0.3 -0.1
C -3.632854 1.062982 1.749195 1.5 1.0 0.2
H 2.535786 3.670402 -1.557325 0.1 0.3 -0.2
C -3.434654 -3.597208 -1.557465 -0.6 0.0 1.5
H -0.042164 1.480282 -4.484645 0.3 0.1 0.5
C 1.094086 0.652842 -1.191265 0.2 1.0 -1.2
H -3.531174 4.751612 -0.894535 0.0 -0.2 0.4
C -3.430294 2.377722 2.549595 -0.2 -0.8 0.1
Cl -4.513694 1.477452 0.304345 -1.2 0.3 -0.9
H 1.476766 -0.392438 0.502735 -0.2 -0.4 0.1
H 4.931326 -0.868848 -2.296145 0.1 0.4 -0.3
C -2.015274 -1.706518 4.918115 -0.9 0.6 -0.1
H 1.675616 -1.714208 4.616045 -0.2 -0.5 -0.4
Cl 3.255326 -4.200038 4.505905 -0.1 -0.3 0.3
C 0.373666 2.443292 -4.780965 -0.9 0.3 -0.6
C 1.480686 5.473332 -2.346445 0.7 -1.0 1.1
H 2.010686 -1.001698 3.006325 0.2 0.0 0.1
H 0.581946 4.958522 -2.686055 0.0 0.1 0.2
H -3.437054 -3.851048 0.680235 -0.1 -0.1 -0.3
H -0.040604 -0.882858 -0.347475 0.4 -0.2 -0.1
Cl -3.228594 -2.217308 -2.624385 0.1 0.4 -0.6
N -1.229454 -1.251848 2.498915 0.1 0.2 -0.8
Cl 2.549526 5.593642 -3.758425 0.1 0.2 -0.3
C 0.580356 -0.051038 -0.014945 0.0 -0.3 0.0
H -1.715624 -0.923618 5.614805 0.5 -0.2 0.0
H -0.063944 0.443522 0.711945 0.3 0.8 -0.4
Cl 0.208306 -3.583878 0.212905 -0.4 -0.3 0.0
H 0.978436 -4.041668 -1.924475 -0.3 -0.2 -0.1
N 3.683656 -1.724678 0.384015 0.3 0.4 -0.6
Cl 1.601286 -6.934598 0.305145 -0.1 0.1 -0.2
C 1.905846 -5.520728 -0.715615 0.1 1.3 -0.3
C 0.663756 -4.691208 -1.107675 1.1 -0.6 0.3
C -1.617334 -1.395278 3.564815 0.7 -0.3 0.3
H -1.702454 -2.714178 5.191735 0.0 0.1 0.1
H 1.532596 4.496822 -0.377965 -0.1 0.1 -0.1
H -2.574144 -2.446118 -0.019445 0.1 -0.3 0.4
C -0.718704 3.456552 -4.714345 -2.2 2.8 -0.2
H -4.353634 2.742392 2.999675 0.0 -0.1 -0.2
H 1.256776 6.472882 -1.973785 0.0 -0.1 -0.2
C -1.690594 3.761812 -0.760225 -0.8 1.2 -1.0
N -1.559214 4.299562 -4.711515 3.2 -3.3 0.1
H 2.176126 -3.535508 2.545765 -0.1 0.2 0.1
H -2.307984 5.675472 -1.630215 0.7 -0.3 -0.1
C 5.060996 -0.307298 -1.370975 -1.0 -0.8 0.4
H 3.851776 -2.967748 2.669295 -0.4 0.5 0.0
N 1.556736 1.119052 -2.155125 -0.7 -0.7 1.7
C -3.455644 -3.083018 -0.092995 0.7 0.5 -0.9
C 4.276676 -1.108788 -0.390835 0.6 0.1 0.5
```
Forces are in eV/Å.

=====

[3]
Below is a molecular structure, C20H35Cl2N4O3PbS in a non-equilibrium geometry, with properties calculated with ωB97M-V with the def2-TZVPD basis set.

Computed properties:
HOMO-LUMO gap ... 5.433 eV
Charge ... -1
LUMO energy ... 2.47 eV

Structure (XYZ):
```
66
Properties=species:S:1:pos:R:3:forces:R:3
C 0.000806 4.035221 -4.455355 0.0 0.1 -0.1
C 0.406794 2.569951 -2.581535 -0.6 -0.2 -0.2
H 0.897008 -2.417536 -1.230531 -0.6 -0.2 0.8
H -0.592715 -5.368684 1.088758 -0.2 0.1 -0.1
H -0.232502 1.058242 6.590170 -0.1 0.4 0.6
H 3.388124 2.550476 0.441403 0.1 -0.3 0.3
Pb 0.017669 0.105624 0.272231 -0.9 1.9 -1.3
H 0.180835 4.981951 -4.968705 -0.1 -0.2 0.1
C 3.587719 1.377995 -2.021786 0.3 -0.4 0.2
H -3.709246 -1.230772 -1.368071 0.2 -0.2 -0.4
H -4.095710 2.141022 0.100502 0.3 -0.5 -0.5
H 4.964505 1.698368 0.390005 -0.1 -0.1 0.1
S 0.002752 -0.196698 2.733189 0.8 -0.7 2.2
C -1.249171 1.035507 6.219285 -0.4 -0.9 -1.0
H -2.212021 -1.878996 -2.231506 -0.5 0.4 0.1
H 1.309986 4.502829 -2.758801 -0.2 -0.1 -0.3
N 0.000651 -4.199440 -0.555352 -0.1 0.4 0.0
C -4.168232 1.500375 -0.798319 -0.8 0.2 -0.6
H -1.352783 3.266492 -5.987582 0.1 0.4 -0.1
C -0.858706 3.095999 -5.039710 0.1 0.0 -0.1
H 1.907565 -0.355734 6.772106 0.1 -0.6 1.3
H -0.792995 -0.542696 -3.259267 -0.8 0.8 -0.8
H -1.616043 -5.466899 -0.368320 -0.1 0.0 0.2
N -1.159418 0.335061 4.957243 0.3 0.1 -0.9
H 2.789469 -1.082028 -1.438641 0.0 0.9 0.6
C -1.099427 1.884242 -4.407788 0.2 0.7 0.4
O -0.427511 -2.256586 0.411894 1.3 -1.4 -1.6
C 0.638750 3.778431 -3.227969 -0.3 -0.2 -0.3
H -2.222328 -1.491825 -0.517869 -0.2 0.5 -0.4
H 0.879266 2.352643 -1.604223 -0.5 0.1 -0.9
Cl 0.728082 2.655743 0.818897 0.4 1.0 0.2
H 3.612657 1.034654 1.397441 0.0 0.3 -0.5
C 3.875553 1.566921 0.471598 -0.3 0.1 -0.5
C 1.250289 -1.021354 6.225498 0.4 1.1 -0.8
H 4.651731 1.358741 -2.303396 -0.2 0.1 -0.1
H -4.927446 1.993297 -1.432144 0.1 -0.1 -0.1
Cl -2.495275 0.528583 1.306636 -1.2 0.0 0.9
O 2.327686 -0.757440 0.556583 1.8 -0.5 -1.5
H -1.905674 0.372363 6.770276 -0.1 0.5 1.1
H 3.234654 2.417569 -1.992517 0.0 -0.3 -0.1
C -2.620788 -1.153227 -1.492231 -0.2 -0.1 0.2
H -1.691576 2.015543 6.049658 0.2 0.1 0.4
H 2.989029 0.789253 -2.731097 0.1 0.4 0.2
H -4.569300 0.513617 -0.501440 0.3 0.6 -0.1
N 3.419138 0.794828 -0.697909 0.2 -0.5 0.3
C -2.215475 0.258723 -1.865714 1.1 1.0 0.3
C 2.850187 -0.412949 -0.530348 -0.7 0.1 0.7
H -1.707607 -4.006040 0.706518 0.5 -0.4 -0.4
N 1.165355 -0.305565 4.969331 0.4 0.3 -0.4
H -1.769980 1.092483 -4.766522 0.2 0.6 -0.2
H 0.233254 -1.044859 6.597607 0.2 -0.4 0.6
C -2.872296 1.410845 -1.564908 0.3 -1.1 0.5
C -1.054949 -4.786153 0.279178 0.5 -0.3 -0.3
C 0.792857 -5.010627 -1.442810 -0.4 0.1 0.2
O 0.407303 0.017353 -1.882471 -0.5 -0.9 -0.1
H -1.848367 0.486905 4.205724 0.1 0.1 0.7
H 1.693802 -2.002862 6.060993 -0.2 -0.1 0.3
C -0.814396 0.320029 -2.561358 1.4 -0.3 0.0
H 1.508129 -4.348665 -1.947345 -0.1 -0.4 0.0
C -0.001650 -0.000221 4.359206 0.0 -0.8 -0.9
C -0.504672 1.670144 -3.178610 -0.1 -1.0 -0.1
H -2.402660 2.382639 -1.762694 -0.1 -0.5 -0.2
H 0.115611 -5.476729 -2.163723 0.3 -0.2 -0.2
C 0.200368 -2.878890 -0.473904 -1.1 0.6 1.6
H 1.848922 -0.486930 4.213086 -0.6 0.0 1.0
H 1.314430 -5.770276 -0.852549 0.1 -0.1 -0.3
```
Forces are in eV/Å.